86
Properties=species:S:1:pos:R:3:mulliken_charge:R:1 method="wB97M-V/def2-TZVPD" relative_energy_kj_mol=247.7 charge=+1 total_energy_ev=-381570.6219 lumo_ev="-3.4098 / -3.4134"
W 0.1431 -0.4343 0.1532 1.077
C 5.8141 -1.3028 -2.0556 -0.868
N 4.8617 -1.0993 -1.0004 0.160
C 5.1198 -1.0458 0.3307 -0.793
C 3.9230 -0.8140 0.9481 -0.690
N 2.9283 -0.7287 0.0191 0.955
C 3.5334 -0.9008 -1.1596 -0.316
P 2.6230 -1.1713 -2.7320 -0.558
C 1.3888 -2.2899 -2.0586 -0.124
N 0.8019 -2.2304 -0.8159 0.672
C 0.1122 -3.4247 -0.6806 -0.809
C 0.2478 -4.1654 -1.8107 -0.734
N 1.0362 -3.4625 -2.6699 0.217
C 1.4054 -3.8491 -3.9964 -0.851
C 1.6395 0.4392 -2.5415 -0.472
N 0.4924 0.4816 -1.8046 0.601
C -0.3329 1.3790 -2.4438 -1.134
C 0.2966 1.8810 -3.5405 -0.865
N 1.5160 1.2803 -3.6088 0.331
C 2.5373 1.5299 -4.5868 -0.881
H 6.8210 -1.2608 -1.6478 0.336
H 5.7114 -0.5325 -2.8205 0.325
H 5.6494 -2.2738 -2.5239 0.318
H 6.0995 -1.1775 0.7395 0.478
H 3.7324 -0.7379 1.9979 0.550
H -0.4167 -3.6675 0.2283 0.922
H -0.1623 -5.1233 -2.0628 0.513
H 1.0674 -4.8664 -4.1769 0.345
H 2.4896 -3.7972 -4.1168 0.340
H 0.9445 -3.1799 -4.7264 0.327
H -1.3375 1.5560 -2.1079 0.864
H -0.0359 2.5991 -4.2605 0.548
H 2.1256 2.1510 -5.3821 0.346
H 2.8830 0.5851 -5.0154 0.349
H 3.3912 2.0436 -4.1376 0.300
Cl -5.9342 -4.6878 1.4060 -0.199
C -4.5401 -3.6776 1.2750 0.104
C -3.8470 -3.3551 2.4500 -0.641
C -2.7233 -2.5539 2.3417 0.344
Cl -1.7954 -2.0889 3.7180 -0.114
C -2.2807 -2.0841 1.1071 -0.612
O -1.1393 -1.3857 1.0237 1.792
C -3.0074 -2.3849 -0.0925 1.768
C -2.5754 -1.8286 -1.3064 -1.202
O -1.6147 -0.9452 -1.4327 -0.525
C -4.1542 -3.2132 0.0400 -1.287
H -4.1634 -3.7329 3.4079 0.520
H -3.0881 -2.1105 -2.2273 0.311
H -4.7211 -3.4639 -0.8414 0.500
Br 3.6067 4.1001 4.2808 -0.155
C 2.7916 2.5457 3.6006 0.402
C 2.6631 1.4097 4.3949 0.200
Br 3.3113 1.4194 6.1622 -0.115
C 2.0617 0.2595 3.8806 0.077
Br 1.9324 -1.3296 4.8864 -0.076
C 1.5543 0.2609 2.5860 -0.379
O 0.9784 -0.7644 1.9808 -0.805
C 1.6623 1.4330 1.7923 0.290
O 1.1093 1.3218 0.5734 -0.912
C 2.3165 2.5450 2.2879 -0.206
Br 2.5941 4.0064 1.1400 -0.169
C -1.7096 4.3141 -1.1859 -1.298
C -0.6293 3.8599 -0.2238 0.208
O -1.1288 3.0241 0.8240 -0.224
P -1.5185 1.4800 0.7005 0.100
O -3.1120 1.7394 0.6433 -0.444
C -4.1532 0.7753 0.4497 0.672
C -5.3652 1.5014 -0.1075 -1.513
O -1.2491 1.0176 2.2323 0.271
C -1.9287 1.6635 3.3443 -0.388
C -0.9297 2.0159 4.4262 -1.191
H -1.2599 4.9562 -1.9384 0.411
H -2.4693 4.8774 -0.6515 0.350
H -2.1843 3.4678 -1.6759 0.237
H -0.2172 4.7271 0.2956 0.457
H 0.1844 3.3412 -0.7453 -0.020
H -4.3948 0.3089 1.4107 0.257
H -3.8147 -0.0018 -0.2394 -0.292
H -5.5403 2.4059 0.4684 0.356
H -6.2429 0.8666 -0.0337 0.422
H -5.2115 1.7808 -1.1466 0.340
H -2.6616 0.9468 3.7252 0.269
H -2.4428 2.5521 2.9741 0.358
H -0.3820 1.1271 4.7248 0.193
H -1.4655 2.3998 5.2903 0.533
H -0.2244 2.7645 4.0711 0.243

74
Properties=species:S:1:pos:R:3:mulliken_charge:R:1 method="wB97M-V/def2-TZVPD" relative_energy_kj_mol=46.5 charge=-2 spin_multiplicity=2 total_energy_ev=-126158.9171 lumo_ev="4.2951 / 4.2932"
Pd -0.8634 0.5951 -1.9123 0.572
O 3.3870 3.1059 -1.7860 -0.664
C 2.1595 2.7953 -2.3025 0.782
C 1.8832 1.5726 -2.8689 -0.250
C 0.6017 1.3408 -3.3880 -0.510
N -0.3335 2.3314 -3.4415 -0.436
C -0.0168 3.4792 -2.8789 -0.193
Br -1.3261 4.8674 -3.0081 -0.229
C 1.1862 3.7913 -2.2902 -0.442
H 3.8098 2.2787 -1.5235 0.258
H 2.6355 0.7963 -2.9165 0.431
H 0.4281 0.5016 -4.0516 0.669
H 1.3867 4.7564 -1.8506 0.410
N -3.1376 1.4705 -2.7060 -0.098
C -4.1719 0.4567 -2.8954 -0.961
C -3.5942 -0.9470 -2.6977 -0.109
C -2.5766 -1.2397 -3.8095 0.387
O -3.0323 -1.6782 -4.8839 -0.823
O -1.3511 -0.9756 -3.5616 -0.549
H -3.2255 2.0291 -1.8590 0.081
H -3.0498 2.1013 -3.4856 0.173
H -4.5646 0.5062 -3.9125 0.343
H -5.0135 0.6115 -2.2125 0.335
H -4.3900 -1.6929 -2.7473 0.460
H -3.1050 -0.9915 -1.7248 -0.104
C 1.4548 -6.7936 1.6347 -1.529
C 1.0911 -5.3621 1.3198 1.084
C 0.4044 -5.0286 0.1629 -1.018
C 0.0471 -3.7069 -0.1338 1.446
C -0.7122 -3.4679 -1.4206 -1.569
C 0.3774 -2.6626 0.7507 -1.283
Te -0.4448 -0.4904 0.4839 0.281
N -0.9676 1.6299 0.0341 0.396
C -1.9146 2.4588 0.4092 -0.672
O -2.7137 3.1367 -0.3037 -0.871
C -2.0004 2.7786 1.9034 0.179
C -1.9525 1.8148 2.9080 0.166
C -1.9958 2.1789 4.2504 -0.731
C -2.0714 3.5177 4.6147 -0.391
C -2.1317 4.4879 3.6192 -0.475
C -2.1135 4.1170 2.2798 -0.557
C 1.6282 0.0228 0.3854 1.244
C 2.4450 -0.7794 -0.4152 -0.771
C 3.8172 -0.5964 -0.4736 -0.547
C 4.4086 0.4164 0.2751 -0.905
C 3.6044 1.2248 1.0659 -0.713
C 2.2180 1.0487 1.1422 1.148
C 1.4232 1.9499 2.0491 -1.130
C 1.0878 -3.0101 1.9183 1.357
C 1.5582 -1.9524 2.8957 -1.448
C 1.4328 -4.3332 2.1878 -0.949
H 1.1628 -7.4569 0.8190 0.348
H 0.9545 -7.1375 2.5440 0.305
H 2.5316 -6.9037 1.7919 0.318
H 0.1329 -5.8158 -0.5383 0.250
H -0.4037 -4.1733 -2.1966 0.418
H -0.5896 -2.4648 -1.8134 -0.038
H -1.7888 -3.6066 -1.2681 0.373
H -1.8808 0.7726 2.6354 0.409
H -1.9668 1.4106 5.0169 0.372
H -2.0893 3.8011 5.6619 0.353
H -2.2000 5.5367 3.8928 0.348
H -2.1938 4.8608 1.4950 0.385
H 1.9937 -1.5616 -1.0114 0.291
H 4.4221 -1.2411 -1.1024 0.375
H 5.4831 0.5657 0.2512 0.313
H 4.0578 2.0204 1.6511 0.279
H 2.0877 2.5305 2.6938 0.520
H 0.7321 1.3726 2.6670 0.049
H 0.8016 2.6247 1.4597 0.015
H 0.8588 -1.1190 2.9448 -0.010
H 2.5232 -1.5411 2.5791 0.211
H 1.6814 -2.3696 3.8993 0.508
H 1.9842 -4.5665 3.0979 0.334

74
Properties=species:S:1:pos:R:3:mulliken_charge:R:1 method="wB97M-V/def2-TZVPD" relative_energy_kj_mol=0.0 charge=0 spin_multiplicity=4 total_energy_ev=-142561.3277 lumo_ev="-1.1532 / -1.1360"
V -12.2704 -16.3549 2.9501 0.319
C -12.6211 -18.5250 9.6561 -1.505
C -12.9697 -17.9252 8.2903 0.430
C -14.0692 -18.3494 7.5557 -1.063
C -14.3783 -17.6827 6.2875 0.696
C -15.6134 -18.1106 5.6608 -0.470
N -16.4139 -17.6071 4.7037 0.049
C -16.2526 -16.3179 3.9359 -0.274
C -17.5401 -16.0114 3.1130 -0.991
C -17.7658 -16.9413 1.9362 -0.830
N -16.3951 -16.9953 1.3861 -0.234
C -16.0090 -16.2590 0.2567 -0.710
C -14.7493 -16.1867 -0.3979 0.680
C -14.7067 -15.6651 -1.7657 -1.337
C -13.5342 -15.0526 -2.2270 1.122
C -13.3956 -14.3797 -3.5884 -1.629
C -12.3546 -15.1722 -1.5342 -1.210
C -12.3672 -15.7215 -0.2258 0.910
C -11.0924 -16.0844 0.3878 -0.583
N -10.7365 -16.0791 1.6241 0.379
C -9.4486 -16.7538 1.9141 -0.842
C -8.7347 -16.0771 3.1028 -0.686
C -9.6239 -15.1221 3.8974 -0.702
N -10.8525 -15.7527 4.4255 0.372
C -11.0583 -15.8467 5.6760 -0.120
C -12.2285 -16.5329 6.4411 0.340
C -12.0454 -17.1022 7.6629 -0.366
C -13.4329 -16.7887 5.6778 0.187
O -13.5356 -16.3372 4.4837 -0.192
C -13.5042 -16.2548 0.3540 0.688
O -13.4991 -16.7642 1.5381 -0.964
H -13.4423 -19.1487 10.0018 0.367
H -12.4322 -17.7781 10.4696 0.329
H -11.7069 -19.1363 9.5688 0.337
H -14.7909 -19.0199 8.0076 0.278
H -16.0287 -19.0664 6.0715 0.325
H -17.3111 -18.0308 4.5486 0.334
H -15.3796 -16.4415 3.2343 -0.311
H -16.0073 -15.5562 4.6472 0.735
H -17.2307 -15.0190 2.7113 0.342
H -18.3964 -15.8819 3.7966 0.536
H -18.4023 -16.5315 1.1763 0.395
H -18.0980 -17.9051 2.2845 0.364
H -15.6731 -17.5228 1.8300 0.444
H -16.8392 -15.6241 -0.0508 0.274
H -15.6752 -15.6611 -2.3051 0.352
H -12.7250 -14.8900 -4.2762 0.328
H -13.0036 -13.3815 -3.4712 0.387
H -14.3744 -14.1928 -4.0899 0.347
H -11.5154 -14.7167 -2.0405 0.419
H -10.3752 -16.4091 -0.3130 0.454
H -8.8040 -16.8794 1.0605 0.487
H -9.6656 -17.7841 2.2627 0.283
H -7.8608 -15.4909 2.7631 0.380
H -8.3022 -16.8629 3.7836 0.254
H -9.9360 -14.2261 3.3193 0.015
H -9.0010 -14.7691 4.7434 0.537
H -10.2860 -15.4353 6.3468 0.256
H -11.0200 -17.0171 8.0751 0.360
H -11.9278 -18.0591 3.2145 -0.465
Br -11.7232 -8.2429 5.0145 -0.260
C -12.5076 -9.8928 4.2593 0.198
C -11.5630 -10.5198 3.4378 -0.624
C -11.9294 -11.6919 2.8583 -0.365
C -13.2224 -12.1940 3.0757 0.401
C -14.0979 -11.5406 3.8888 -0.289
C -13.7220 -10.4230 4.5954 -0.618
C -13.5386 -13.5421 2.4954 0.073
O -14.7164 -13.7537 2.1574 -0.669
O -12.5562 -14.3461 2.5522 -0.189
H -10.5427 -10.1162 3.3567 0.369
H -11.3002 -12.2806 2.2087 0.451
H -15.0541 -12.0172 3.9883 0.473
H -14.4150 -9.9760 5.2883 0.438